Molecular formula: C19H53N16O10PS
Method: DFT, the ωB97M-V functional and the def2-TZVPD basis

Geometry as ORCA input:
```
! wB97M-V def2-TZVPD RIJCOSX def2/J DEFGRID3
* xyz 0 1
S -4.857 2.559 -4.027
P -2.909 2.357 -4.137
O 5.390 1.186 -0.427
O 2.167 -7.163 1.458
O 0.970 -3.553 1.094
O -1.679 1.272 0.773
O -1.463 -0.346 -3.585
O -3.874 -1.922 -0.637
O 2.971 -0.467 2.996
O -8.447 -0.686 1.773
O -0.417 0.331 -4.275
O 5.898 -3.039 1.517
N 7.475 1.463 0.438
N 5.042 0.108 3.692
N -0.992 -2.934 0.139
N 2.392 -7.876 3.598
N -5.892 -1.319 0.194
N -5.322 -3.543 0.010
N -0.572 2.563 -0.794
N 3.218 0.350 5.091
N 6.286 -0.494 0.794
N -1.349 4.605 -1.603
N 4.842 -5.015 1.218
N 0.423 -1.348 0.998
N -8.078 1.180 3.002
N 6.805 -4.910 2.430
N 1.823 -5.681 3.152
N -9.726 1.143 1.383
C -1.387 -0.126 -2.195
C -2.256 5.381 -2.449
C 0.400 3.317 -2.868
C 6.326 0.743 0.223
C 1.382 2.169 -2.531
C 2.127 -6.913 2.649
C -3.580 5.673 -1.732
C -8.733 0.472 2.036
C -2.155 1.087 -1.645
C 3.698 -0.033 3.865
C 0.258 3.467 -4.380
C -1.470 1.618 -0.389
C -4.964 -2.237 -0.172
C 2.309 1.479 -0.236
C 5.852 -4.247 1.707
C 2.432 2.459 -1.417
C 0.183 -2.670 0.769
C -0.948 3.283 -2.061
C -2.184 2.404 -2.452
H 1.243 3.628 -4.806
H -0.366 -0.130 -1.818
H 7.029 -0.899 1.329
H 2.234 3.443 -0.999
H -2.467 4.898 -3.397
H 1.614 -4.930 2.509
H 5.455 -1.041 0.653
H -2.355 3.394 -4.891
H -7.342 0.710 3.496
H -3.456 6.508 -1.050
H -6.207 -3.823 0.388
H -8.291 2.130 3.234
H 8.252 1.119 0.968
H 2.232 0.259 5.246
H -2.987 2.940 -1.950
H -9.976 2.093 1.579
H 3.796 0.712 5.824
H -3.805 4.819 -1.101
H -0.317 3.195 -0.048
H 1.954 1.993 -3.441
H 5.428 -0.163 2.797
H 7.557 -4.367 2.806
H 2.367 -7.705 4.583
H 0.908 4.224 -2.547
H 3.223 1.385 0.332
H -0.370 4.308 -4.662
H 5.651 0.464 4.402
H -0.218 -0.618 0.745
H 7.526 2.378 0.033
H 1.979 0.497 -0.560
H -0.549 5.136 -1.303
H 1.797 -5.491 4.134
H -1.212 -3.892 -0.051
H -10.221 0.647 0.666
H -1.845 -1.007 -1.754
H 4.120 -4.551 0.699
H -0.120 2.563 -4.844
H 6.783 -5.896 2.600
H -1.821 6.346 -2.696
H 0.870 1.251 -2.317
H -6.793 -1.545 0.584
H -3.176 0.776 -1.467
H 2.618 -8.793 3.266
H -4.658 -4.245 -0.253
H 1.552 1.837 0.455
H -5.654 -0.353 0.070
H 0.376 -0.173 -4.045
H -1.652 -2.225 -0.133
H -2.562 1.185 -4.806
H -4.393 5.855 -2.424
H 1.288 -1.099 1.446
H 3.429 2.413 -1.831
H 4.774 -6.004 1.366
*
```

The frontier orbital gap comes out at 0.3215 hartree. The lowest unoccupied orbital energy is 0.52 eV. For the HOMO energy, the calculation gives -8.23 eV.

Molecular formula: C28H42O21
Method: DFT, the ωB97M-V functional and the def2-TZVPD basis

Geometry as ORCA input:
```
! wB97M-V def2-TZVPD RIJCOSX def2/J DEFGRID3
* xyz 1 2
O 3.543 0.088 -1.467
O -2.218 -3.375 -1.502
O -1.475 -5.377 -2.020
O -1.633 -2.705 1.900
O -4.825 3.288 4.348
O -1.099 -1.409 0.204
O -4.541 4.990 5.725
O -2.804 4.135 4.571
O 5.509 0.426 -2.541
O 6.783 6.075 -2.591
O -0.083 -5.258 4.913
O 3.739 0.384 -3.715
O 1.039 -6.131 6.721
O 6.622 4.518 -1.027
O 4.755 5.235 -2.015
O -0.387 -3.577 -2.884
O -5.215 1.461 -1.228
O -3.227 2.482 -1.349
O -1.142 -6.657 6.345
O -4.939 3.657 -1.678
O 0.552 -2.339 1.337
C -2.070 -6.334 5.311
C -2.758 -5.556 -1.364
C -1.236 -4.060 -2.132
C -1.663 2.352 3.342
C 1.237 -1.686 0.285
C 4.474 2.197 -5.095
C -4.527 2.424 -1.389
C -1.268 -5.766 2.854
C 0.076 0.625 -0.644
C -4.031 4.248 4.980
C -4.187 2.828 3.219
C -2.720 3.820 -1.579
C -1.603 3.386 -2.499
C -3.842 4.515 -2.130
C -1.376 -5.376 4.354
C 5.958 0.917 -3.824
C -2.438 -6.799 -0.483
C -2.989 -4.197 -0.653
C 4.211 0.273 -2.478
C 3.112 3.627 -1.144
C 0.047 -0.958 -0.456
C 6.125 5.253 -1.992
C -0.018 -5.943 6.092
C 4.741 0.755 -4.667
C 4.365 4.470 -0.892
C -2.791 3.422 3.400
C 5.583 3.690 -0.561
C -0.747 -2.132 1.225
H 2.332 4.238 -1.597
H -2.634 -4.006 0.360
H -4.179 1.742 3.131
H -4.053 5.500 -1.713
H -0.408 -5.333 2.345
H -0.927 4.235 -2.603
H 0.230 1.226 0.252
H -1.777 -4.366 4.435
H -2.402 -7.653 -1.160
H 6.316 1.941 -3.717
H -2.997 -7.053 0.417
H -0.696 2.819 3.154
H 2.686 3.199 -0.236
H 5.812 3.435 0.474
H 3.583 2.293 -5.715
H -3.577 -5.667 -2.074
H 0.184 -1.329 -1.472
H -1.000 2.579 -2.083
H -2.219 -5.509 2.387
H 4.169 3.002 -4.427
H -2.961 -5.787 5.616
H 4.147 5.059 -0.001
H 5.393 2.611 -5.510
H -2.448 4.250 -0.615
H 5.005 -0.069 -5.330
H -2.333 -7.184 4.681
H 6.764 0.392 -4.337
H -2.638 4.109 2.568
H -1.053 -6.834 2.895
H 3.189 2.679 -1.675
H -3.852 4.642 -3.213
H 1.834 -0.937 0.805
H 5.640 2.713 -1.041
H -1.991 3.182 -3.497
H -4.048 -3.953 -0.735
H -0.938 0.832 -0.987
H -4.462 3.339 2.296
H 0.758 1.037 -1.388
H -1.724 1.711 4.222
H -1.475 -6.600 -0.014
H -1.749 1.836 2.385
H 1.880 -2.229 -0.408
*
```

Its expectation value of S² is 0.7587. The frontier orbital gap (alpha / beta) comes out at 0.3689 / 0.0819 hartree. For the energy relative to the best compared isomer or geometry (same formula, charge and spin), the calculation gives 77.44 kcal/mol. The lowest unoccupied orbital energy (alpha / beta) is -2.45 / -10.26 eV. For the HOMO energy (alpha / beta), the calculation gives -12.49 / -12.49 eV.

The following electronic energy values (in eV) correspond, in order, to the records above: -85008.5302, -72701.2401.